Record 1
Density functional theory data (ωB97M-V/def2-TZVPD) for a single C5H13O3PS molecule in a non-equilibrium geometry.

XYZ file:
```
23
Properties=species:S:1:pos:R:3:forces:R:3
C -0.384756 0.026423 -1.273341 2.2211 -1.0875 -1.3119
C 2.034833 0.809557 0.139836 -0.2832 0.9482 -2.4297
H -1.363352 -0.345759 -1.275789 -1.6664 -0.1808 0.5066
H 0.157735 -1.553577 4.800596 0.5472 -1.1479 0.2586
P 0.144878 0.748069 0.263387 0.0503 -2.6575 2.9849
H -1.665031 -1.722620 4.378129 1.1997 1.1640 0.4745
C 2.648910 0.890570 1.518453 1.2147 -1.2048 -1.6759
C -0.630534 -1.348170 4.111757 -1.6117 -0.4519 -1.7618
H -0.683235 2.000447 -2.186552 -1.1930 2.5937 1.4805
O -2.079148 -2.487334 2.237081 -0.5721 -0.0122 -0.0041
H 2.150857 0.174540 2.080431 -1.3882 -0.7002 1.7675
H 2.288973 1.732889 -0.568218 -0.4900 -1.8307 1.5539
H -0.734562 0.857250 -3.315142 0.3846 -0.6234 -0.0969
H 2.414712 -0.121096 -0.425188 -0.8069 1.3225 0.8751
C -0.226255 1.113975 -2.383072 1.1186 -3.1434 -0.9792
H 0.240877 -1.013111 -1.378594 -1.0382 2.7664 -0.1465
O -0.125298 -0.525963 1.371389 0.1392 -0.2621 0.0939
H 0.824991 1.298957 -2.576676 0.1102 0.0741 -0.2208
H 3.629313 0.454088 1.531597 0.9224 -0.1255 -0.5151
H -0.459478 -0.296862 3.886446 -0.9139 0.1355 -0.2217
S -0.682683 -2.238708 2.439304 2.1297 2.7956 -0.7629
H 2.803514 1.827244 1.940008 -0.5676 1.7410 0.8163
O -0.523731 1.970163 0.763580 0.4935 -0.1131 -0.6850
```
Forces are in eV/Å.

Calculated values
DFT total energy in a.u.: -1163.49879
Total charge: 0
HOMO energy in eV: -9.559
Relative energy (zero: lowest compared OMol25 entry of this formula, charge and spin) in kcal per mole: 39.62
Gap between HOMO and LUMO in eV: 8.3

Quick look at the natural (NBO) charges, all values in e: -0.811 -0.758 0.249 0.241 2.168 0.249 -0.625 -0.826 0.225 -0.816 0.221 0.236 0.215 0.233 -0.614 0.238 -1.186 0.206 0.205 0.282 1.517 0.221 -1.069

---

Record 2
Density functional theory data (ωB97M-V/def2-TZVPD) for a 2-piece molecular cluster, C3H10NO2S overall in a non-equilibrium geometry.

XYZ file:
```
17
Properties=species:S:1:pos:R:3:forces:R:3
H 1.855235 -0.543017 -0.196081 -1.4530 -0.3778 0.7781
C -0.084094 0.395454 -0.359710 -0.9969 -1.2656 -1.5336
N 1.004211 -0.341166 0.400947 -0.8852 -1.2428 -1.3041
H 0.783557 1.589521 -2.066163 0.3445 -0.5525 0.4465
H 0.422091 -1.214704 0.835709 2.0681 0.8044 -1.1862
S -1.400724 2.423200 -1.783835 -0.1289 -1.3135 -0.5585
O -1.600740 -0.522787 1.081860 -0.9302 0.0761 1.6959
C -1.243986 0.558877 0.723349 2.1615 -3.2095 -3.2985
H -0.062112 -3.159390 1.888912 0.1461 0.1927 -1.0747
H 1.341715 0.137547 1.189321 0.5870 1.2517 1.3819
H -0.376065 -0.432678 -1.141827 -0.0643 1.5466 1.7016
C 0.178662 1.637310 -1.159720 -0.4867 0.8816 -0.8580
O 0.650750 -2.906326 1.251401 -1.4383 -0.1022 1.2013
H -1.639944 1.507036 0.851982 -1.1290 1.9695 0.9464
H 1.388858 -3.073276 1.831848 1.0530 -0.1163 0.0249
H -1.765239 1.513493 -2.799709 0.6162 0.8286 1.1760
H 0.547819 2.430910 -0.548289 0.5361 0.6288 0.4610
```
Forces are in eV/Å.

Calculated values
DFT total energy in a.u.: -723.42560
Total charge: +1
HOMO energy in eV: -13.169
Relative energy (zero: lowest compared OMol25 entry of this formula, charge and spin) in kcal per mole: 34.56
Gap between HOMO and LUMO in eV: 9.2

Quick look at the natural (NBO) charges, all values in e: 0.449 -0.167 -0.734 0.259 0.513 -0.012 -0.477 0.430 0.503 0.415 0.242 -0.547 -0.933 0.177 0.489 0.159 0.233

---

Record 3
Density functional theory data (ωB97M-V/def2-TZVPD) for a 12-piece molecular cluster, C23H30BrCl33N3O5P overall in a non-equilibrium geometry.

XYZ file:
```
96
Properties=species:S:1:pos:R:3:forces:R:3
Cl -2.249656 2.599001 -2.648200 -2.8279 1.1324 0.3098
H -0.272084 2.926032 -1.775303 0.1773 0.2103 0.4305
C 2.834299 -0.406161 -5.952588 -0.1571 0.6920 -0.2298
C 0.899602 -0.207718 -4.680284 0.1531 -0.1530 0.6142
C 1.020158 -4.104974 -4.352693 0.4268 -0.5815 -0.0191
P -0.741528 -0.068683 -5.647111 -0.4510 0.7464 -0.7542
N 3.533833 -2.706456 -5.541101 -0.8989 -0.6227 0.2714
C 2.374683 -1.839661 -5.646091 2.4390 -0.0333 -0.1997
H 1.231236 2.063502 -1.762792 0.2271 0.0492 0.1064
C -0.208664 1.174637 -3.040486 0.9944 0.0961 0.5922
H -1.769107 -0.173504 -4.704526 0.9920 -0.4391 -0.0514
C 0.422526 -5.110387 -5.303201 0.3732 0.2514 0.1301
C 1.482168 -3.820763 1.500198 -0.0257 -0.0795 -0.0564
Cl 2.044084 1.438724 4.852958 0.3397 0.3075 0.1477
C -5.853014 2.882958 1.103885 0.0182 0.1592 0.0049
Cl -2.228084 5.320844 1.737517 -0.1297 0.2035 0.0002
Cl 0.449073 3.060973 1.614275 0.0487 0.0420 0.0994
Cl -4.343653 -7.257322 4.242687 0.0175 -0.0090 0.0094
O -1.643773 -2.189019 -3.693252 0.8651 -0.2176 0.1509
O 1.888756 -4.416038 -3.582998 -0.2866 0.4370 -0.0898
Cl 0.246813 -1.199633 3.583336 0.1569 0.2646 0.1039
C -2.259219 -6.883085 -0.449912 -0.0656 0.1601 0.0954
C 4.806630 6.398112 6.869253 -0.0737 -0.0053 0.0958
C -3.729184 2.318458 -3.571555 -0.1103 0.1043 0.1123
C 3.580789 -1.258762 -3.018727 -0.8251 0.0737 0.0172
H -6.242246 1.894984 0.898832 0.0029 -0.0200 -0.0085
Cl -2.210792 -5.303702 3.903889 -0.0034 -0.2524 0.1445
H -0.870602 -1.191242 -6.474585 0.2092 -0.3342 0.5020
C -0.289576 -3.006246 -1.955331 -0.1364 -0.1386 -0.2524
O 0.992716 0.570557 -3.517925 -0.8230 -0.5449 -0.3162
Cl -5.141286 2.368888 -2.514237 -0.0404 -0.0054 -0.1870
C -0.975314 5.389198 8.834346 -0.0852 0.0382 0.0256
C 2.244047 -1.498459 -3.109318 1.3581 -0.7679 -0.2635
H -0.934203 1.010972 -7.449246 0.1605 0.3440 -0.2129
C -1.415275 6.716886 2.446053 0.0336 -0.1354 -0.0134
C 2.210724 2.989537 1.616796 -0.1087 -0.0503 -0.1848
H -0.061427 -2.126661 -1.368121 -0.0045 0.3380 -0.0004
H 3.875438 -0.326939 -2.555040 0.4123 -0.6890 1.6047
Cl 3.342606 6.440381 7.846839 -0.0274 0.0234 0.0215
H 2.563749 3.438322 2.531923 0.0124 0.0382 0.0949
H 4.307699 -1.975346 -3.354853 0.3398 0.7031 -1.2924
Cl 2.021474 -2.653765 0.292075 0.4418 -0.0181 0.2248
Cl -2.566630 5.115958 8.126212 0.0321 -0.0174 -0.0185
Cl -3.037954 -5.788017 -1.599768 -0.0140 -0.0285 -0.0474
C 0.154172 1.932760 -1.758966 0.8563 -0.3635 -0.5139
H -0.776219 7.153028 1.690490 0.0011 0.0326 -0.0069
Cl -1.015200 5.147069 10.581745 0.0268 -0.0162 -0.0149
H -0.290312 4.668923 8.409568 0.0094 0.0131 -0.0172
Cl 2.768708 1.321189 1.575428 0.0793 -0.1645 -0.2131
C -2.864881 -6.578962 4.930123 -0.0708 0.1233 -0.0026
H -2.291282 -7.881333 -0.864416 0.0065 -0.0192 0.0061
Cl -0.577418 -6.418762 -0.198587 -0.2792 -0.3372 -0.2380
Cl 1.297160 2.791193 7.305690 0.0584 0.0067 0.0559
Cl -6.656713 4.025954 0.024536 -0.0785 -0.0090 0.1011
H -2.130316 -7.369761 4.996179 0.0048 -0.0189 -0.0040
H -1.220957 -3.391234 -1.567203 -0.2122 -0.2210 0.1409
H 4.668490 7.070820 6.033709 0.0229 -0.0161 -0.0380
C -1.206773 -0.918559 4.545829 -0.0307 0.0418 0.1245
H 4.327788 -2.215760 -5.166124 0.1348 0.1568 -0.2119
O 1.840673 0.418030 -5.533650 0.8723 -0.1057 -0.5220
H 3.745257 -3.119650 -6.431683 0.2702 0.0358 -0.1112
O 3.845853 -0.034350 -6.490331 -1.2240 -0.5511 0.6854
Cl 6.207670 6.939728 7.788836 -0.0294 -0.0071 -0.0259
H 1.941751 -3.560375 2.444730 -0.0058 -0.0270 0.0298
Cl 2.002127 -5.472215 1.087050 0.1735 0.4497 0.1577
Cl -0.395068 6.190639 3.785917 -0.0184 0.1169 0.0605
Cl -3.641667 0.783146 -4.435571 -0.8848 0.3951 0.2760
H -3.826120 3.110810 -4.300768 0.0066 0.0007 -0.0542
Cl -0.925167 0.377542 5.701978 -0.3020 -0.1093 0.1494
Cl -0.381214 7.001695 8.437462 0.0427 0.0043 -0.0246
Cl 2.052110 4.338246 4.963917 -0.1455 -0.0490 0.0337
H 1.698192 -1.491073 -2.181491 -0.7711 1.6106 -0.2019
Cl -3.129759 -6.884492 1.089564 0.0201 -0.1244 -0.2948
H -0.963291 0.434045 -2.788676 -0.0402 -0.2825 -0.3114
Br 1.506201 -2.398363 -7.310451 -0.3295 0.1014 0.1726
H 3.359535 2.843933 6.202444 0.0513 -0.0051 0.0545
H -0.039430 -4.633917 -6.153126 -0.3027 0.0189 -0.0837
N 0.453433 -2.757453 -4.438650 -0.2318 0.0908 0.9700
Cl 5.071493 4.772902 6.224179 0.4006 0.0743 0.0397
Cl 2.874650 3.907833 0.261778 0.0099 0.0104 0.0276
Cl -4.117866 2.867806 0.794259 0.0420 -0.1812 0.0362
Cl -1.738366 -2.406985 5.334958 0.0916 0.3136 -0.0313
H 1.250583 -5.727909 -5.628232 0.1253 -0.1873 -0.1462
H 0.513424 -3.712616 -1.812721 0.1489 -0.1364 -0.0851
H -1.987341 -0.592883 3.871673 -0.0287 -0.0477 -0.0243
N -0.820262 1.266703 -6.476776 -0.0698 -0.3284 0.3760
C 2.332349 2.852476 5.873687 -0.3128 -0.2129 -0.1847
C -0.549736 -2.614891 -3.384490 -1.3177 0.2751 -0.3157
Cl -6.185759 3.268619 2.792405 -0.0065 -0.0267 -0.0258
Cl -2.574951 7.939880 2.963580 0.0402 -0.0535 -0.0148
H -0.119493 1.390291 -0.863402 -0.1543 0.0462 0.1941
Cl -0.262736 -3.706287 1.681026 -0.0990 -0.2617 -0.1432
H -0.259081 -5.764775 -4.770720 -0.3006 0.0032 0.1072
H -0.609333 1.901397 -3.743022 0.7147 -0.6677 -0.6641
C 1.481426 -1.700461 -4.385422 -0.1305 -0.6477 -0.9984
Cl -3.166193 -5.969996 6.559872 0.0295 -0.0150 0.0132
```
Forces are in eV/Å.

Calculated values
DFT total energy in a.u.: -19536.30021
Total charge: 0
HOMO energy in eV: -8.472
Gap between HOMO and LUMO in eV: 8.5
SMILES string: C=C[C@@]1(N(C(C)=O)C(C)=O)[C@](OCC)([PH2]=N)OC(=O)[C@]1(N)Br.ClC(Cl)Cl.ClC(Cl)Cl.ClC(Cl)Cl.ClC(Cl)Cl.ClC(Cl)Cl.ClC(Cl)Cl.ClC(Cl)Cl.ClC(Cl)Cl.ClC(Cl)Cl.ClC(Cl)Cl.ClC(Cl)Cl

Quick look at the Löwdin charges, all values in e: 0.726 0.013 -0.500 -0.451 -0.454 0.791 0.050 -0.666 0.073 -0.387 -0.125 0.006 -1.489 0.512 -1.546 0.484 0.524 0.517 0.075 0.126 0.503 -1.509 -1.536 -1.416 0.062 0.013 0.463 -0.015 -0.037 -0.088 0.522 -1.567 -0.074 -0.041 -1.539 -1.558 0.054 0.082 0.523 -0.060 0.065 0.598 0.528 0.538 -0.146 0.014 0.527 -0.060 0.505 -1.530 0.014 0.498 0.560 0.515 0.016 0.058 0.016 -1.514 0.066 0.058 0.048 0.144 0.542 0.006 0.519 0.498 0.618 0.025 0.519 0.514 0.514 0.062 0.503 0.081 0.915 -0.042 0.048 0.029 0.545 0.545 0.481 0.521 0.091 0.046 0.018 -0.269 -1.500 -0.393 0.535 0.539 0.062 0.487 0.090 0.039 -0.296 0.529